(1)
{
  "formula": "C53H57AsHfN5O2P",
  "method": "ωB97M-V/def2-TZVPD",
  "energy_ev": -138836.990,
  "e_homo_ev": -18.24,
  "charge": 4,
  "gap_ev": 7.94,
  "elements": ["C", "H", "H", "H", "C", "C", "C", "H", "C", "C", "H", "C", "H", "C", "H", "Hf", "H", "H", "H", "C", "H", "C", "C", "C", "C", "H", "N", "H", "C", "H", "H", "H", "C", "H", "C", "C", "H", "H", "H", "H", "C", "N", "C", "C", "H", "C", "C", "C", "C", "C", "H", "C", "C", "C", "C", "C", "H", "H", "C", "C", "N", "C", "H", "H", "C", "C", "C", "H", "H", "C", "C", "C", "H", "H", "H", "H", "H", "H", "C", "H", "H", "H", "H", "H", "H", "H", "O", "P", "C", "H", "O", "C", "C", "H", "N", "H", "As", "C", "C", "H", "H", "C", "C", "H", "C", "H", "C", "C", "H", "N", "H", "C", "H", "C", "C", "H", "H", "H", "H", "H"],
  "xyz": [[0.795, 2.837, 3.153], [0.579, 1.255, -4.687], [-1.484, -3.016, -3.544], [-3.391, -1.718, -2.286], [1.690, 0.620, 2.853], [-2.098, -3.869, 0.706], [1.442, 3.742, -3.152], [-2.397, 4.197, -3.253], [2.458, -3.246, 0.602], [3.100, -4.624, 0.766], [-3.331, 2.674, 3.024], [1.625, -0.830, 2.559], [-3.940, -2.177, -0.317], [0.668, 1.557, 2.618], [2.289, 2.600, 0.737], [-0.592, -1.039, 0.122], [-3.075, -6.663, -0.908], [-4.806, -0.668, -0.104], [-1.886, -1.280, 2.695], [-2.639, -5.687, -0.738], [0.944, -4.004, -0.717], [-2.203, -0.016, 5.562], [-1.324, 4.057, -3.231], [-3.686, 1.761, 4.917], [1.422, -0.486, -5.613], [0.086, -3.391, -2.879], [0.969, -1.531, 1.658], [-4.514, 2.421, 5.141], [1.202, 0.378, -4.548], [2.314, -3.290, -1.584], [3.861, 2.603, 4.562], [-2.076, -5.371, -2.790], [-2.903, 2.606, 0.612], [-0.929, 5.776, -4.450], [-3.850, -1.164, 0.072], [-3.472, 3.697, -0.030], [0.243, -1.264, -2.613], [-3.545, -0.157, 1.949], [3.639, -4.901, -0.139], [3.173, -1.147, -2.222], [-0.779, 2.996, -2.525], [-1.508, -3.184, -0.300], [0.884, 4.807, -3.846], [-1.522, -3.731, -1.532], [0.297, 3.721, 0.816], [5.535, 2.077, -1.307], [-3.293, 0.802, 5.837], [1.683, -3.203, -0.701], [4.332, 1.590, -1.795], [1.936, 3.227, 3.841], [-1.246, 0.392, -2.826], [-1.646, -0.618, -2.886], [-1.938, 1.067, 3.412], [3.196, 2.433, 0.172], [2.660, -0.978, -3.163], [-2.118, -3.165, 2.030], [2.442, -2.244, -6.294], [6.506, 3.139, 0.278], [4.402, 2.926, 0.642], [-1.540, 2.594, 0.943], [-2.157, -1.703, 1.808], [3.166, 1.754, -1.045], [1.546, -3.336, 3.934], [-3.132, 5.671, -0.804], [-0.881, -2.945, -2.636], [-0.759, 3.691, 0.585], [1.815, 0.126, -3.321], [-3.818, 0.705, 6.779], [2.005, 4.227, 4.250], [0.602, 2.835, -2.502], [-3.016, 1.897, 3.707], [2.877, -1.832, -4.233], [-4.534, 3.709, -0.240], [-1.213, -3.394, 2.598], [3.622, 0.314, 3.747], [-1.431, 2.340, -1.959], [6.440, 1.954, -1.886], [-1.767, -0.852, -3.947], [1.495, -2.941, 1.757], [3.135, -3.426, 3.144], [2.520, 3.630, -3.126], [-0.630, -0.476, 4.196], [2.341, -5.391, 0.942], [1.527, 5.516, -4.350], [-0.715, 5.641, -0.293], [1.158, -2.228, -0.837], [2.373, -1.537, 3.372], [-0.944, 1.162, 1.889], [2.162, -2.946, 3.126], [-0.024, 3.539, 3.068], [0.515, 0.407, -0.715], [-1.333, 4.788, -0.042], [-2.686, 4.800, -0.341], [-2.962, -3.497, 2.637], [-2.761, -0.493, -0.700], [0.967, -0.285, -6.573], [1.509, 1.299, -1.850], [2.833, 1.024, 3.553], [2.967, 2.320, 4.022], [3.817, -4.662, 1.584], [-4.269, -1.742, 2.107], [5.569, 2.743, -0.091], [-1.527, 0.120, 4.361], [-2.852, 0.514, -0.541], [-3.525, -1.172, 1.548], [0.660, -3.646, 1.725], [2.255, -1.586, -5.454], [-2.660, -5.116, 0.529], [4.313, 1.104, -2.763], [-0.670, -1.533, -2.253], [-3.562, 1.806, 0.939], [-2.966, -0.721, -2.163], [3.553, -2.671, -4.132], [-2.078, -4.973, -1.783], [-0.496, 4.952, -3.896], [-3.125, -5.624, 1.363], [-1.867, -0.740, 6.293], [-3.696, -0.015, -2.562], [3.233, -2.470, 0.603], [4.434, 3.475, 1.572]],
  "forces_ev_per_a": [[0.0, 0.0, 0.1], [0.0, 0.0, 0.0], [0.0, 0.0, 0.0], [0.0, 0.0, 0.0], [-0.1, -0.1, -0.1], [0.0, -0.1, 0.1], [0.0, 0.1, 0.0], [0.0, 0.0, 0.0], [-0.1, 0.0, 0.0], [0.0, 0.0, 0.0], [0.0, 0.0, 0.0], [0.0, 0.0, 0.1], [0.0, 0.0, 0.0], [0.1, 0.1, 0.0], [0.0, 0.0, 0.0], [-0.3, 0.1, -0.4], [0.0, 0.0, 0.0], [0.0, 0.0, 0.0], [0.0, 0.0, 0.1], [0.0, 0.0, 0.0], [0.0, 0.0, -0.1], [0.0, 0.0, 0.0], [0.0, 0.0, -0.1], [0.0, 0.0, 0.0], [0.0, 0.0, 0.0], [0.0, 0.0, 0.0], [-0.1, 0.0, 0.0], [0.0, 0.0, 0.0], [0.0, 0.1, 0.0], [0.1, 0.0, 0.0], [0.0, 0.0, 0.0], [0.0, 0.0, 0.0], [0.0, 0.0, 0.0], [0.0, 0.0, 0.0], [0.0, 0.0, 0.0], [0.1, 0.1, 0.0], [0.1, 0.0, -0.1], [0.0, 0.0, 0.0], [0.0, 0.0, 0.0], [0.0, 0.0, 0.0], [0.0, -0.1, -0.1], [0.0, 0.0, 0.1], [0.0, 0.0, 0.0], [0.0, 0.0, 0.0], [0.0, 0.0, 0.0], [0.0, 0.0, 0.0], [0.0, 0.0, 0.0], [-0.1, 0.2, 0.1], [0.0, -0.1, -0.1], [0.0, 0.0, 0.0], [0.0, 0.1, 0.0], [-0.1, 0.0, 0.0], [0.0, -0.1, 0.0], [0.0, 0.1, 0.0], [0.0, 0.0, 0.0], [0.0, 0.0, 0.0], [0.0, 0.0, 0.0], [0.0, 0.0, 0.0], [-0.1, 0.0, 0.0], [-0.1, 0.1, 0.1], [0.0, -0.1, 0.1], [0.0, 0.0, -0.1], [0.0, 0.0, 0.0], [0.0, 0.0, 0.0], [0.0, 0.0, 0.0], [0.0, 0.0, 0.1], [0.0, 0.0, 0.0], [0.0, 0.0, 0.0], [0.0, 0.0, 0.0], [0.0, 0.0, 0.0], [0.0, 0.1, 0.0], [0.0, 0.0, 0.0], [0.0, 0.0, 0.0], [0.0, 0.0, 0.0], [0.0, 0.0, 0.0], [0.0, 0.0, 0.0], [0.0, 0.0, 0.0], [0.0, 0.0, 0.0], [0.0, -0.1, 0.0], [0.0, 0.0, 0.0], [0.0, 0.0, 0.0], [0.0, 0.0, 0.0], [0.0, 0.0, 0.0], [0.0, 0.0, 0.0], [0.0, 0.0, 0.0], [0.3, -0.2, 0.0], [0.0, 0.0, 0.0], [0.0, -0.1, -0.3], [0.1, 0.1, -0.1], [0.0, 0.0, 0.0], [0.0, 0.2, 0.0], [0.0, 0.0, 0.1], [0.0, 0.0, 0.0], [0.0, 0.0, 0.0], [0.0, 0.0, 0.2], [0.0, 0.0, 0.0], [0.1, -0.1, 0.2], [0.0, 0.0, 0.0], [0.0, 0.0, 0.0], [0.0, 0.0, 0.0], [0.0, 0.0, 0.0], [0.0, 0.0, 0.0], [0.0, 0.0, 0.0], [0.0, 0.0, 0.0], [0.0, 0.1, 0.0], [0.1, 0.0, -0.1], [0.0, 0.0, 0.0], [0.0, 0.1, 0.0], [0.0, 0.0, 0.0], [-0.1, -0.1, 0.1], [0.0, 0.0, 0.0], [0.0, 0.0, 0.0], [0.0, 0.0, 0.0], [0.0, 0.0, 0.0], [0.0, 0.0, 0.0], [0.0, 0.0, 0.0], [0.0, 0.0, 0.0], [0.0, 0.0, 0.0], [0.0, 0.0, 0.0], [0.0, 0.0, 0.0]],
  "lowdin_charge": [-0.0704, 0.1153, 0.1484, 0.1279, -0.1344, -0.2468, -0.0710, 0.1215, -0.3550, -0.0233, 0.1046, -0.2873, 0.1187, -0.3050, 0.0780, 1.6409, 0.1440, 0.1510, 0.0527, 0.0372, 0.0926, -0.0342, -0.0570, -0.0232, -0.0268, 0.1374, 0.0088, 0.1288, -0.0777, 0.0954, 0.1353, 0.1447, -0.1474, 0.1305, -0.1530, -0.0357, 0.0582, 0.0930, 0.1011, 0.1091, -0.1254, 0.0379, -0.0226, -0.2516, 0.0948, -0.0291, -0.0220, -0.0669, -0.0848, -0.0009, 0.0841, -0.1668, -0.3703, -0.0848, -0.1283, -0.1082, 0.1306, 0.1304, -0.0417, -0.3627, -0.1604, -0.3146, 0.1511, 0.1318, -0.1068, -0.0922, -0.3437, 0.1298, 0.1352, -0.3251, -0.0655, -0.0424, 0.1268, 0.1247, 0.1367, 0.0861, 0.1290, 0.1459, -0.2596, 0.1409, 0.1162, 0.1036, 0.1042, 0.1298, 0.1330, 0.0175, 0.0629, 1.0705, -0.0107, 0.1208, -0.6001, -0.0441, -0.0427, 0.1474, -0.1196, 0.1292, 1.3494, 0.0215, -0.0134, 0.0895, 0.1497, -0.0187, -0.1196, 0.0811, -0.1468, 0.1302, -0.0191, 0.0394, 0.1072, -0.1290, 0.0938, -0.1366, 0.1261, 0.0365, -0.0175, 0.1430, 0.1242, 0.1505, 0.1597, 0.1143]
}



(2)
{
  "formula": "C2H9N2O",
  "method": "ωB97M-V/def2-TZVPD",
  "energy_ev": -7241.442,
  "e_homo_ev": -15.26,
  "charge": 1,
  "gap_ev": 11.60,
  "elements": ["C", "H", "C", "N", "H", "H", "H", "H", "H", "N", "O", "H", "H", "H"],
  "xyz": [[0.606, -0.894, -0.068], [-1.047, 2.037, -2.196], [-1.361, -0.344, 1.224], [1.897, -0.834, -0.333], [-2.056, 0.115, 0.519], [2.535, -0.260, 0.210], [-1.538, 0.055, 2.219], [0.405, 0.790, 1.009], [-1.529, -1.413, 1.286], [0.029, -0.124, 0.800], [-0.450, 1.548, -1.616], [2.260, -1.169, -1.215], [0.216, 2.207, -1.360], [0.034, -1.715, -0.480]],
  "forces_ev_per_a": [[0.5, -0.2, 0.6], [0.0, -0.1, 0.0], [-0.2, -0.1, -0.1], [0.4, 0.4, -0.4], [0.1, 0.0, 0.0], [-0.3, 0.1, -0.2], [0.2, 0.1, 0.0], [0.4, -0.2, 0.1], [-0.1, -0.1, -0.1], [-0.8, 0.2, 0.2], [0.3, 0.3, 0.3], [-0.1, -0.3, 0.2], [-0.3, -0.2, -0.3], [-0.1, 0.1, -0.3]],
  "lowdin_charge": [-0.1572, 0.0575, -0.0149, 0.1912, 0.0989, 0.1420, 0.1012, 0.1630, 0.0955, 0.0200, -0.0600, 0.1395, 0.0519, 0.1714]
}